22
Properties=species:S:1:pos:R:3:forces:R:3 method="wB97M-V/def2-TZVPD" charge=+1
N 1.707177 -2.823791 0.277854 0.4 -2.1 1.5
H -1.350155 1.770060 -1.338556 -1.4 -0.2 0.2
C 1.314693 -0.219145 -0.326083 -2.2 -0.7 1.2
H 0.104437 1.921013 -1.952129 0.9 -0.2 0.8
H -2.028156 -2.286472 -1.601632 -1.1 -1.8 -1.1
C -1.166847 0.715552 1.714113 1.0 0.0 -2.1
H 1.734101 -0.802253 -1.096583 0.5 -0.3 -1.3
S 1.352737 -1.317926 1.081983 1.5 -0.5 -0.3
C -0.349924 1.588233 -1.001775 0.0 -0.1 -0.7
N -0.727219 -0.706111 -1.519478 0.5 -2.5 -3.7
H 1.968156 -3.535521 1.078260 -0.7 1.8 -1.9
C -0.209369 0.125289 -0.595101 -1.1 0.5 1.8
H -0.586590 2.793222 2.164737 0.5 -1.4 0.1
N -1.876338 -1.277569 0.281660 -0.4 0.7 2.0
C -0.485308 1.909943 1.488281 -1.2 2.5 -0.9
H 1.829683 0.696087 -0.174554 0.7 0.7 0.4
H -1.640740 0.502602 2.593123 -1.3 -0.3 2.3
C -1.190894 -0.210619 0.651866 1.5 -0.3 -3.0
C -1.562055 -1.561040 -1.053234 1.5 3.5 2.3
H 0.342055 3.379490 0.063016 -1.1 -1.3 0.5
C -0.179430 2.370153 0.185170 1.9 1.5 1.1
Cl 2.999987 -3.031197 -0.920937 -0.3 0.7 0.9

126
Properties=species:S:1:pos:R:3:forces:R:3 method="wB97M-V/def2-TZVPD" smiles="CCOC(=O)OC.CCOC(=O)OC.CCOC(=O)OC.CCOC(=O)OC.CCOC(=O)OC.CCOC(=O)OC.CC#N.CC#N.CC#N.CC#N.CC#N.CC#N" e_above_lowest_kcal_mol=0.0
H 3.835200 -1.770899 -3.651928 0.8 -0.2 -0.7
H 5.105660 -0.646302 1.024541 -0.7 0.2 -0.8
H -4.967361 0.108521 -5.978593 0.7 -0.1 -0.3
H 4.077215 4.065121 -0.384345 0.0 0.1 0.4
H 2.076973 1.012049 3.892322 0.0 0.0 0.1
C -7.070376 -0.012048 -5.552134 0.3 0.3 0.6
C 2.198890 -6.826900 0.662281 -0.5 -0.3 0.7
O 4.111957 -3.154351 -1.959812 -0.1 0.3 0.5
O 2.653906 2.075856 2.176828 0.4 1.0 0.1
H -1.477010 2.024033 4.583356 0.4 -0.3 0.5
H 1.469257 6.352453 -0.692829 -0.4 -0.1 -0.4
C -0.700492 0.649350 -3.430260 -0.1 0.2 1.1
H 1.291719 -3.990466 3.252684 -0.6 0.2 0.6
H 1.660776 5.901677 3.339298 -0.1 0.3 0.3
C -4.905101 0.091698 -2.931465 -0.7 -1.5 -1.7
C 3.661533 5.368851 3.290248 -1.3 -1.2 1.2
O 0.086856 4.311501 1.475373 -1.5 -0.6 1.0
H 0.071572 -7.738959 2.968397 0.0 -0.5 -0.5
O -0.740132 3.103149 3.028944 -0.2 0.3 -0.5
C 2.655247 3.015392 -1.473009 -1.7 0.0 -0.5
C 4.000431 3.182203 -0.997470 1.7 -0.9 -0.5
C -4.312417 -0.268749 -0.740411 -0.3 -0.7 -1.2
C 3.286948 0.387680 -3.909398 0.6 -2.1 1.5
C -4.198624 4.938645 -0.610688 -0.5 -2.3 -0.4
C 2.869973 3.013240 2.918880 -0.6 -1.3 1.7
C -1.181397 -4.840650 2.986249 -1.3 -0.3 -0.8
H -4.789977 0.602978 -0.378981 -0.1 1.2 0.4
H 1.167717 1.904492 5.105785 -1.1 0.3 0.3
H 2.703151 6.997748 4.223400 0.1 0.9 0.5
H -0.984140 5.533260 0.133073 0.1 0.0 0.4
C 3.169399 -1.029139 -3.282493 -0.9 0.4 0.4
C 0.669447 -4.304892 5.380077 -0.1 1.2 -0.7
H 3.686758 0.034056 0.046080 0.3 -0.3 0.0
C 2.132371 1.715615 4.716931 1.0 -0.3 0.1
C -1.854195 2.538297 3.730509 0.3 0.7 -0.5
H -4.553456 -1.060740 -0.073641 0.7 -0.6 0.9
C 1.561591 -5.175649 -4.790555 -0.2 0.8 0.1
C -1.936724 -1.035783 3.407214 0.9 1.4 2.2
C 2.538092 -4.085141 -5.189848 -0.6 -1.3 0.3
H 1.906332 5.029805 0.400002 1.1 0.2 0.1
C 0.580538 -3.586327 4.012528 0.4 -0.8 0.5
C -1.037855 3.665960 1.837267 1.1 0.6 1.3
H -7.156575 -1.073031 -5.796826 0.0 0.2 0.0
N 0.689224 -5.880908 -4.506308 1.0 0.5 -0.3
H -7.660766 0.212799 -4.662667 -0.3 -0.2 -0.2
H 2.870029 -3.527506 -4.306022 0.0 -0.5 -0.1
C 2.488730 5.969909 4.057652 -0.3 -0.9 -1.8
O 4.017507 -2.066941 0.024337 -0.1 -0.8 -1.7
C -5.645357 0.358286 -5.189348 -1.1 -0.4 1.0
H -0.819151 0.579453 1.442661 -0.7 0.1 -0.2
H -0.791646 -3.971305 -2.975826 0.3 -0.9 -0.3
H -1.236137 -2.564727 -3.916027 0.5 0.6 -0.9
H 0.787042 -2.516779 4.160375 -0.4 -0.3 -0.3
H -0.468661 2.345698 -2.350630 -0.1 0.7 -0.2
C -2.853143 -1.597325 2.486628 0.2 0.5 -2.6
H -2.535089 3.324876 4.035003 -0.2 0.1 -0.1
H 4.491647 5.151463 3.942110 0.4 -0.4 0.1
H -1.677654 -7.396082 3.048550 -0.5 -0.6 -0.2
H -0.289197 1.295043 -0.170997 -0.3 0.1 0.0
H -4.351692 3.863907 -0.838083 0.0 0.4 -0.4
C -0.367940 -2.197721 -1.363733 -1.4 1.8 1.5
H 3.403658 -4.577986 -5.696785 -0.8 0.8 0.2
H 1.153135 -5.007780 0.187554 0.0 -0.3 -0.6
H 4.344012 0.708337 -3.905208 -0.5 0.0 -0.2
O 0.687617 -2.716804 -1.500881 1.1 -1.0 -0.8
O -0.776170 -3.690336 3.503520 0.8 0.3 0.1
N -0.058883 -0.148464 -3.953166 -0.2 -0.1 -0.2
O -2.094924 3.686928 1.258127 0.3 -0.5 0.3
H -0.109732 4.145851 -0.479156 0.3 0.9 -0.3
H -7.405646 0.597247 -6.352425 -0.5 0.5 -0.9
H -2.473089 -1.517678 1.437961 0.0 0.0 0.7
H -1.856441 1.462159 -1.739072 0.3 -0.4 -0.6
C -0.039828 0.721107 0.708930 0.9 -2.3 0.2
H -3.272138 -0.134599 -1.058523 -0.2 -0.1 0.7
H 0.906526 -1.410769 0.963383 -0.7 0.6 0.3
N 2.213193 -7.820988 1.255413 0.1 0.9 -0.7
H 1.179841 6.485269 1.008753 0.0 0.8 1.0
H -2.537762 -3.556159 -3.354631 0.7 0.0 0.6
O -0.415487 -5.882493 3.215740 1.5 1.2 0.3
C -3.317197 5.484011 -1.599940 0.0 0.1 0.6
C 3.871606 -2.146298 -1.343075 0.1 -0.8 1.2
H -5.509079 1.376170 -4.819440 -0.1 0.0 -0.6
O 3.259080 4.178741 2.531339 1.0 1.5 -1.4
O -0.586875 -1.193989 -0.460868 -1.0 -1.3 -1.3
H -0.002042 -3.762917 6.043963 0.0 -0.1 0.2
H -2.041631 2.226475 -3.301276 -0.1 0.6 -0.1
O -2.209814 -4.906226 2.354529 -0.1 0.2 0.0
H 1.957535 -3.377376 -5.799734 0.5 -0.4 -0.2
C -1.319316 1.756079 -2.657735 0.0 -1.1 0.0
H 3.495903 -0.832195 1.551775 -0.7 -0.2 0.3
H 2.859697 -4.871684 0.518416 0.1 0.2 0.3
H -3.754167 4.807867 0.352938 0.3 0.8 0.7
H 2.540837 -5.577100 -0.999211 -1.1 0.3 0.4
C -0.044900 4.983087 0.241956 -0.9 -0.4 -1.8
O -1.542480 -2.420257 -1.943839 0.0 0.5 0.7
C -1.513916 -3.199865 -3.115856 -1.0 -0.5 -0.3
H -3.785718 -1.037964 2.465373 -0.2 -0.3 0.4
H 0.363718 -5.335192 5.332516 0.1 -0.3 -0.1
H 4.467319 2.295316 -0.510234 -0.9 0.6 0.1
H -2.889995 -2.639533 2.669865 -0.7 -1.1 0.2
H 2.746490 1.307972 5.514660 0.2 0.0 0.0
H 4.651965 3.301090 -1.879505 -0.3 0.3 0.2
H 1.677618 -4.194970 5.764767 0.2 -0.2 0.1
H -5.179438 5.363113 -0.634897 -0.4 0.6 0.2
H 0.730464 1.187590 1.250243 1.2 1.0 0.5
H 2.168667 5.435919 4.930260 0.3 -0.2 0.5
H 2.661306 1.029191 -3.288571 -0.1 0.3 -0.7
H -2.293017 1.853700 3.047552 -0.9 -0.7 -0.2
C -0.736312 -7.116788 2.608120 -0.3 -0.1 -0.8
N -1.347182 -0.550664 4.278641 -0.2 -0.6 -1.0
C 0.506038 -0.675501 0.237340 0.1 1.3 0.8
O 3.411829 -1.025907 -1.829895 -0.4 1.1 -1.3
O 2.726807 2.955940 4.283494 -0.2 -0.5 -1.1
C 2.118062 -5.491983 0.027102 1.3 -0.7 -0.1
H 1.353743 -0.507721 -0.395014 0.4 0.1 -0.9
H 2.148197 -1.430630 -3.453755 0.5 0.4 0.4
O -5.051282 -0.718876 -1.896148 0.0 0.1 -0.6
O -4.361208 1.152725 -2.920021 0.4 1.1 0.2
N 1.581675 2.996148 -1.907816 1.4 -0.2 0.6
C 1.191501 5.808793 0.199134 0.5 -0.9 -0.8
H 3.963676 6.031721 2.521101 0.3 0.6 -0.7
H 2.918485 0.153588 -4.899518 -0.2 0.9 -0.4
N -2.558925 5.934326 -2.322530 0.6 0.4 -0.8
O -5.440576 -0.496772 -4.047711 1.1 0.1 1.7
H -0.806405 -7.052706 1.477956 0.2 -0.1 1.4
C 4.059955 -0.804994 0.638800 1.3 0.9 1.2

Q: Which energy values were calculated for the entries above? A: -36257.2386; -84195.7332, in eV.